A molecular structure, C38H64Cl2CuN8O16Pd in a non-equilibrium geometry, computed with the ωB97M-V functional and the def2-TZVPD basis.

Each line ends with the Löwdin charge.
Geometry (Å):
Cu  -5.19748  -2.81994  2.35501  0.92
Pd  -1.66046  -5.35505  -1.42277  0.05
C  -8.05905  -1.95500  -3.27080  0.12
C  -8.14591  -1.64890  -4.62088  -0.25
C  -6.91144  -1.65004  -5.54271  -0.27
O  -6.86192  -1.36963  -6.79996  0.13
C  -5.71505  -2.01480  -5.01366  0.12
C  -5.56407  -2.39633  -3.62124  -0.25
C  -6.84196  -2.26361  -2.64571  -0.28
O  -6.68226  -2.32796  -1.42792  0.12
O  -4.53687  -2.93698  -3.23145  0.14
O  -9.29974  -1.31837  -5.07405  0.12
H  -8.93205  -1.91793  -2.63606  0.15
H  -4.78998  -2.10739  -5.56326  0.15
C  -0.45471  1.54156  1.49619  0.02
C  0.69619  2.12634  1.10151  -0.38
C  1.57476  1.44229  0.06356  -0.31
O  2.51427  1.99589  -0.66377  0.01
C  1.32835  0.16222  -0.29076  0.08
C  0.17498  -0.65201  0.14274  -0.31
C  -0.86354  0.18017  1.02020  -0.28
O  -1.95301  -0.35965  1.43467  -0.07
O  -0.12551  -1.81228  -0.07131  0.07
O  0.97144  3.28798  1.64868  -0.07
H  -1.12160  2.09806  2.13804  0.11
H  1.89882  -0.38972  -1.02310  0.13
Cl  7.12913  7.48236  1.84918  0.46
C  6.01080  6.12936  2.42718  -0.60
C  6.60954  4.83164  1.92966  -0.71
Cl  8.13040  4.62813  2.73511  0.57
H  5.00720  6.24628  2.01825  0.08
H  5.98049  6.26664  3.50807  0.06
H  6.66700  4.88777  0.84262  0.07
H  5.97850  4.00129  2.24654  0.08
C  -3.35632  2.75559  6.88034  -0.32
O  -2.99503  2.13070  7.86617  0.00
N  -3.53421  4.10976  6.87992  -0.21
C  -3.51558  4.85826  5.67809  -0.09
C  -3.37099  4.89450  8.10418  -0.04
H  -3.40912  2.30801  5.87581  0.14
H  -3.81919  4.26143  4.81803  0.08
H  -2.51833  5.15354  5.35190  0.09
H  -4.18670  5.71195  5.77247  0.09
H  -2.43443  5.45110  8.13821  0.09
H  -4.22477  5.54143  8.30583  0.09
H  -3.37530  4.12756  8.87870  0.08
C  3.07500  6.48792  -4.11364  -0.31
O  2.79723  6.33619  -5.32896  -0.04
N  2.83462  7.60439  -3.35351  -0.17
C  3.22648  7.71887  -1.96514  -0.09
C  1.93685  8.76448  -3.89064  0.00
H  3.54310  5.69706  -3.50732  0.13
H  4.02785  7.01834  -1.73026  0.08
H  2.42335  7.61585  -1.23545  0.09
H  3.69167  8.66850  -1.70072  0.08
H  2.46611  9.68296  -3.63693  0.07
H  1.94133  8.70975  -4.97925  0.07
H  0.94035  8.79312  -3.44985  0.08
C  -2.91940  -3.60167  7.05626  -0.32
O  -3.32520  -3.17127  5.93243  -0.07
N  -1.64006  -3.54635  7.44588  -0.19
C  -1.28884  -3.84165  8.84011  -0.04
C  -0.61041  -2.90765  6.59070  -0.02
H  -3.55949  -4.06926  7.82036  0.13
H  -2.11124  -4.37756  9.31400  0.08
H  -1.02268  -2.92142  9.36014  0.09
H  -0.43017  -4.51024  8.77869  0.09
H  0.36600  -3.33529  6.81842  0.08
H  -0.80535  -2.76214  5.52819  0.09
H  -0.49879  -1.88989  6.96462  0.09
C  -7.65750  1.69212  3.63564  -0.32
O  -7.25062  0.53282  3.70807  -0.03
N  -8.28737  2.26400  4.69069  -0.20
C  -8.41154  3.67852  4.79157  -0.08
C  -8.57140  1.51296  5.94883  -0.02
H  -7.43160  2.35997  2.78997  0.14
H  -7.59676  4.06055  5.40662  0.09
H  -9.39267  3.98492  5.15437  0.09
H  -8.30462  4.15576  3.81745  0.09
H  -9.42642  1.96436  6.45210  0.09
H  -8.75526  0.46698  5.70343  0.08
H  -7.64410  1.44489  6.51767  0.09
C  -1.12019  1.07507  -7.13834  -0.35
O  -2.00687  0.97642  -7.96275  0.00
N  0.18869  1.08607  -7.47330  -0.18
C  1.23520  1.03853  -6.50184  -0.08
C  0.59119  0.99868  -8.91942  -0.03
H  -1.30355  1.10278  -6.05307  0.13
H  0.85696  1.07252  -5.48014  0.08
H  1.82714  1.95213  -6.44664  0.09
H  1.83009  0.13419  -6.62982  0.09
H  1.49557  0.41256  -9.08269  0.08
H  -0.17076  0.55570  -9.56074  0.08
H  0.88278  1.94742  -9.36995  0.08
C  6.96163  -0.14054  -3.85534  -0.36
O  6.78945  -0.99314  -4.68803  0.02
N  8.02856  -0.09789  -3.05250  -0.19
C  8.50810  1.18172  -2.52416  -0.06
C  9.01161  -1.14602  -3.06342  -0.06
H  6.32195  0.75380  -3.79902  0.14
H  8.90344  1.27935  -1.51308  0.08
H  7.69139  1.90286  -2.55662  0.08
H  9.40095  1.54111  -3.03577  0.08
H  9.50417  -1.36155  -2.11525  0.09
H  8.60418  -2.04870  -3.51868  0.09
H  9.83487  -0.82297  -3.70059  0.09
C  1.77928  -4.87653  -5.27460  -0.37
O  0.78826  -4.94068  -4.52794  -0.02
N  2.15635  -5.80419  -6.10258  -0.19
C  3.49089  -5.68323  -6.67614  -0.06
C  1.48226  -7.10238  -6.22714  -0.02
H  2.48677  -4.03310  -5.29140  0.13
H  4.19078  -6.40510  -6.25524  0.09
H  3.97354  -4.70743  -6.73068  0.09
H  3.45909  -6.00805  -7.71613  0.08
H  0.40578  -7.09831  -6.05608  0.09
H  1.74802  -7.52156  -7.19759  0.08
H  1.94868  -7.78206  -5.51398  0.09
C  1.82144  -8.03945  1.24883  -0.31
O  1.01419  -7.36938  0.57811  -0.02
N  2.04473  -7.93722  2.58601  -0.20
C  3.12769  -8.63825  3.18475  -0.09
C  1.32827  -6.91657  3.37261  -0.03
H  2.48495  -8.81374  0.83357  0.13
H  2.90820  -8.86677  4.22768  0.08
H  3.98734  -7.99621  3.37679  0.09
H  3.36014  -9.57454  2.67738  0.09
H  0.62639  -6.31731  2.79265  0.09
H  0.92416  -7.39282  4.26591  0.08
H  2.05187  -6.17204  3.70454  0.08

Properties
⟨S²⟩: 3.88
2S+1: 4
Net charge: 0
Frontier orbital gap (spin up / spin down) in eV: 2.93 / 2.43
Strongest force on any atom in Eh/bohr: 0.110
HOMO (spin up / spin down) in eV: -6.7 / -6.4